Below is an isolated molecule of C3H5NO2, with properties calculated with ωB97M-V/def2-TZVPD.

```
11
Properties=species:S:1:pos:R:3:nbo_charge:R:1
C 0.52466 0.13856 0.05328 0.45
C -0.84815 0.66864 0.16643 -0.29
C -1.90131 -0.11119 -0.10807 -0.31
O 2.23724 -1.27829 -0.01103 -0.56
O 1.43238 1.12053 -0.13246 -0.67
N 0.85171 -1.10917 0.13275 -0.21
H 2.33922 -2.24322 0.06652 0.47
H 1.04377 2.00083 -0.22232 0.49
H -0.98620 1.69122 0.49237 0.21
H -1.77953 -1.14484 -0.42164 0.22
H -2.91382 0.26695 -0.01580 0.20
```

As for the highest occupied orbital energy: -8.9 eV. As for the energy above the lowest of the compared OMol25 structures with the same formula, charge and spin: 295.5 kJ/mol. The HOMO-LUMO gap is 9.6 eV. The electronic energy comes out at -322.461779 Ha. The LUMO energy is 0.73 eV.

Below is a structure of composition C56H63BF15N11PSbSc, with properties calculated with ωB97M-V/def2-TZVPD.

```
149
Properties=species:S:1:pos:R:3:mulliken_spin:R:1
Sc -0.89546 -0.49036 0.77186 -0.04
C -5.27169 -2.69555 3.04165 0.00
C -3.80089 -2.71702 2.79105 0.00
C -2.86783 -3.63397 3.22173 0.00
C -1.63890 -3.20805 2.71489 0.00
N -1.80903 -2.06791 2.03079 0.00
N -3.15730 -1.77824 2.07768 0.00
B -3.80391 -0.60208 1.30408 0.00
N -3.47753 -0.80840 -0.22360 0.00
N -2.30023 -1.40849 -0.61201 0.00
C -2.50414 -1.93835 -1.82339 0.00
C -3.80722 -1.64036 -2.23887 0.00
C -4.38876 -0.93098 -1.20809 0.00
C -5.77865 -0.39422 -1.10434 0.00
C -1.52735 -2.86543 -2.52066 -0.01
C -0.87721 -2.18097 -3.72903 0.02
C -2.31902 -4.08620 -3.01630 0.00
C -0.44495 -3.33851 -1.54976 0.01
N -3.24280 0.72691 1.86832 0.00
N -1.89921 0.86519 2.10673 0.00
C -1.73125 1.98238 2.81514 0.00
C -2.97323 2.58477 3.02491 0.00
C -3.90516 1.76268 2.41586 0.00
C -5.39178 1.90036 2.37664 0.00
C -0.38697 2.40392 3.34606 0.00
C 0.02064 3.75070 2.73612 0.00
C 0.65575 1.33904 3.02091 0.00
C -0.49382 2.54997 4.87056 0.00
C -0.35058 -3.97654 2.93386 0.00
C 0.87285 -3.47216 2.16813 0.00
C -0.58175 -5.42075 2.45655 0.00
C -0.03682 -3.98895 4.43761 0.00
H -5.53594 -3.51830 3.70133 0.00
H -5.83642 -2.80508 2.11486 0.00
H -5.58099 -1.76289 3.51372 0.00
H -3.06664 -4.50604 3.82262 0.00
H -4.98679 -0.61268 1.44327 0.00
H -4.28066 -1.92123 -3.16601 0.00
H -6.18099 -0.22294 -2.10098 0.00
H -5.81044 0.54221 -0.54941 0.00
H -6.43594 -1.10243 -0.59644 0.00
H -1.61679 -1.66223 -4.34288 0.00
H -0.38160 -2.92596 -4.35616 0.00
H -0.12221 -1.46221 -3.41150 -0.01
H -3.02058 -3.81727 -3.80762 0.00
H -2.88165 -4.55192 -2.20492 0.00
H -1.62663 -4.82571 -3.42330 0.00
H 0.20851 -2.51753 -1.24681 0.01
H 0.17767 -4.09398 -2.03506 0.00
H -0.88872 -3.78170 -0.65559 0.00
H -3.17996 3.48892 3.57481 0.00
H -5.67669 2.87587 2.76394 0.00
H -5.87251 1.13844 2.99190 0.00
H -5.78501 1.80288 1.36499 0.00
H 0.04524 3.70740 1.64536 0.00
H 1.01394 4.03354 3.09318 0.00
H -0.67641 4.53968 3.02372 0.00
H 0.77293 1.20080 1.94159 0.00
H 0.40898 0.38001 3.48566 0.00
H 1.63631 1.63685 3.39200 0.00
H -1.19209 3.34240 5.14371 0.00
H 0.48280 2.80412 5.28742 0.00
H -0.83293 1.62112 5.33411 0.00
H 0.69748 -3.19974 1.13063 0.00
H 1.63050 -4.25445 2.19276 0.00
H 1.30996 -2.56996 2.65293 0.00
H -0.76685 -5.45921 1.38077 0.00
H -1.43947 -5.86485 2.95985 0.00
H 0.29402 -6.03172 2.68241 0.00
H 0.11363 -2.97525 4.81590 0.00
H 0.86689 -4.56930 4.63138 0.00
H -0.85418 -4.43894 5.00067 0.00
C -2.96763 2.25079 -1.39026 0.00
C -1.50039 2.36671 -1.17117 0.00
N -0.72802 1.50476 -0.52486 0.01
C 0.55533 2.03184 -0.55773 0.04
C 0.55338 3.20441 -1.22340 0.01
N -0.75330 3.40591 -1.61105 0.00
C -1.19075 4.54751 -2.40716 0.00
N -1.05049 5.76413 -1.66859 0.00
N -0.37751 6.80651 -2.25391 0.00
N -0.46297 7.83110 -1.50401 0.00
C -1.22166 7.49374 -0.39106 0.00
C -1.59170 8.27367 0.70578 0.00
C -2.35817 7.67126 1.67570 0.00
C -2.74581 6.31957 1.56657 0.00
C -2.38265 5.53556 0.49313 0.00
C -1.61256 6.16627 -0.49201 0.00
H -3.38091 1.58675 -0.63856 0.00
H -3.19382 1.83745 -2.37522 0.00
H -3.46036 3.21842 -1.30232 0.00
H 1.38276 1.52018 -0.09582 -0.02
H 1.33176 3.91577 -1.44746 0.00
H -2.21470 4.38247 -2.73653 0.00
H -0.55278 4.64059 -3.28313 0.00
H -1.29208 9.31079 0.77367 0.00
H -2.67411 8.24077 2.53948 0.00
H -3.34942 5.88737 2.35540 0.00
H -2.67900 4.49560 0.43591 0.00
F 0.83324 -0.87245 0.26666 -0.01
Sb 3.46990 -2.28849 3.26816 0.00
F 3.90035 -3.51649 1.93471 0.00
F 3.19640 -1.05356 1.91012 0.00
F 5.17136 -1.73781 3.69779 0.00
F 3.16043 -3.71656 4.38496 0.00
F 2.47119 -1.20959 4.38690 0.00
F 3.40525 -6.52226 -4.81392 0.00
C 2.57793 -6.29760 -3.78965 0.00
F 2.79479 -7.23085 -2.86104 0.00
F 1.32065 -6.44265 -4.23974 0.00
C 2.76665 -4.90107 -3.23894 0.04
C 2.99040 -4.69711 -1.88479 -0.01
C 3.10412 -3.40522 -1.40100 -0.01
C 3.01943 -2.32635 -2.28994 0.21
C 2.78650 -2.53999 -3.65352 0.06
C 2.67152 -3.83337 -4.12381 -0.02
P 3.06221 -0.69054 -1.62965 0.10
C 4.50604 -0.31823 -0.68481 0.21
C 5.54023 -1.24470 -0.49749 0.07
C 6.60223 -0.91842 0.32340 -0.02
C 6.62428 0.31029 0.97291 0.05
C 5.60414 1.23386 0.79681 -0.01
C 4.54104 0.91887 -0.02822 0.01
C 7.79803 0.61953 1.87910 0.00
F 7.86274 -0.27176 2.87464 0.00
F 8.94470 0.55397 1.19385 0.00
F 7.69946 1.83887 2.41417 0.00
C 2.77053 0.55748 -2.86517 0.18
C 1.45789 0.80631 -3.27627 0.02
C 1.21193 1.77153 -4.23103 0.01
C 2.27078 2.51248 -4.74343 0.02
C 3.57304 2.28640 -4.32924 0.00
C 3.83032 1.30172 -3.38504 0.05
C 1.95099 3.60964 -5.73221 0.00
F 1.17508 4.53980 -5.14347 0.00
F 3.04749 4.21287 -6.18448 0.00
F 1.27093 3.12435 -6.77668 0.00
H 3.06310 -5.54157 -1.21375 0.00
H 3.25122 -3.23452 -0.34140 0.00
H 2.70251 -1.70520 -4.33797 0.01
H 2.50848 -4.01802 -5.17824 0.00
H 5.52941 -2.19903 -1.00643 0.01
H 7.41786 -1.61711 0.46063 0.00
H 5.63997 2.18545 1.30752 0.00
H 3.74184 1.63792 -0.16800 0.00
H 0.63248 0.27354 -2.82479 -0.03
H 0.20169 1.96603 -4.56936 0.00
H 4.38295 2.87536 -4.73781 0.00
H 4.84626 1.12119 -3.05636 0.01
```

As for the highest occupied orbital energy (alpha / beta): -12.9 / -12.9 eV. As for the energy above the lowest of the compared OMol25 structures with the same formula, charge and spin: 23.7 kJ/mol. The multiplicity is 2. Its charge is +2. The HOMO-LUMO gap (alpha / beta) is 7.4 / 5.2 eV. The electronic energy comes out at -5639.185348 Ha. The LUMO energy (alpha / beta) is -5.53 / -7.71 eV.